Entry 1:
Entry from OMol25: one molecule with the formula C13H14BCl at a distorted geometry (wB97M-V/def2-TZVPD).

Computed properties:
Relative energy (zero: lowest compared OMol25 entry of this formula, charge and spin): 299.8 kJ/mol

Structure (ORCA input):
```
! RIJCOSX wB97M-V def2-TZVPD def2/J DEFGRID3
* xyz 0 1
B 0.64 -0.32 0.52
C 4.67 -0.22 -0.92
C 3.70 0.48 -1.60
C 4.31 -1.18 0.00
C 2.34 0.33 -1.33
C 3.03 -1.11 0.52
C 2.02 -0.36 -0.17
C -1.13 -1.63 -0.56
C -2.13 -0.98 0.05
C -2.88 2.25 -0.22
C -1.80 1.44 -0.06
C -0.44 0.05 1.56
C -1.78 0.25 0.86
C -3.52 -1.44 0.02
Cl -4.48 -0.50 -1.26
H 5.76 0.03 -1.06
H 3.97 1.19 -2.31
H 5.16 -1.77 0.34
H 1.54 0.75 -1.91
H 2.49 -1.76 1.17
H -1.21 -2.39 -1.20
H -2.90 2.95 -1.00
H -3.75 2.31 0.45
H -1.00 1.58 -0.60
H -0.37 -0.70 2.25
H -0.21 1.02 2.16
H -2.58 0.46 1.67
H -3.97 -1.13 0.91
H -3.91 -2.40 -0.24
*
```

***

Entry 2:
Entry from OMol25: C13H14Br12FINOP as an isolated structure at a distorted geometry (wB97M-V/def2-TZVPD).

Computed properties:
E: -32260.44321 Ha

Structure (ORCA input):
```
! RIJCOSX wB97M-V def2-TZVPD def2/J DEFGRID3
* xyz 0 1
O 1.17 -3.93 -1.89
C 1.83 -2.87 -2.43
C 0.85 -1.74 -3.17
C -0.67 -1.67 -2.53
P -0.79 -0.80 -0.84
F -2.51 -0.40 -0.65
I 0.43 1.34 -0.79
N 3.34 -2.69 -2.40
C 3.67 -2.31 -0.97
C 3.35 -3.23 0.37
C 3.72 -2.68 1.89
C 4.44 -1.22 2.08
C 4.76 -0.32 0.75
C 4.39 -0.82 -0.77
H 0.72 -2.14 -4.28
H 1.33 -0.67 -3.23
H -1.31 -1.01 -3.30
H -1.20 -2.71 -2.44
H 3.84 -3.55 -2.71
H 2.84 -4.28 0.17
H 3.45 -3.35 2.82
H 4.71 -0.82 3.15
H 5.28 0.72 0.87
H 4.64 -0.13 -1.70
C -2.43 2.65 2.03
Br -1.67 1.05 2.85
Br -4.23 2.99 2.66
Br -1.27 4.20 2.26
H -2.49 2.45 0.96
C -3.04 2.38 -3.68
Br -4.37 2.86 -5.02
Br -1.38 1.77 -4.49
Br -2.74 3.83 -2.41
H -3.45 1.54 -3.11
C -0.59 -4.02 2.01
Br -0.13 -5.86 2.46
Br 0.89 -3.08 1.18
Br -2.20 -3.94 0.92
H -0.81 -3.51 2.95
C -4.56 7.13 4.13
Br -4.41 6.66 2.25
Br -2.98 6.61 5.14
Br -4.98 9.01 4.38
H -5.40 6.56 4.54
*
```

***

Entry 3:
Entry from OMol25: one molecule with the formula C13H14ClN3O2 at a distorted geometry (wB97M-V/def2-TZVPD).

Computed properties:
Relative energy (zero: lowest compared OMol25 entry of this formula, charge and spin): 247.5 kJ/mol
Structure (SMILES): O=C(CCCCl)Nc1cc(=O)n(-c2ccccc2)[nH]1

Structure (ORCA input):
```
! RIJCOSX wB97M-V def2-TZVPD def2/J DEFGRID3
* xyz 0 1
O 1.88 2.90 -0.33
C 1.84 2.03 -1.18
C 2.68 2.11 -2.54
C 3.61 0.95 -2.72
C 4.81 1.11 -1.80
Cl 5.67 2.60 -2.57
N 0.86 1.04 -1.22
C 0.18 0.55 -0.08
C 0.41 0.90 1.25
C -0.51 0.15 2.13
O -0.29 -0.02 3.31
N -1.19 -0.71 1.24
C -2.31 -1.38 1.58
C -3.09 -2.10 0.56
C -4.26 -2.67 0.83
C -4.82 -2.53 2.12
C -4.23 -1.80 3.15
C -2.95 -1.24 2.84
N -0.76 -0.50 -0.16
H 3.20 3.09 -2.35
H 2.18 2.23 -3.38
H 3.94 0.89 -3.72
H 3.17 -0.03 -2.37
H 4.42 1.19 -0.78
H 5.57 0.31 -1.90
H 0.81 0.42 -2.10
H 1.14 1.67 1.59
H -2.64 -2.34 -0.31
H -4.83 -3.15 0.00
H -5.86 -2.87 2.26
H -4.72 -1.78 4.15
H -2.57 -0.55 3.55
H -1.34 -0.47 -1.05
*
```